1.
{"formula": "C24H35N3O5", "method": "wB97M-V/def2-TZVPD", "species": ["H", "N", "C", "C", "C", "C", "C", "C", "C", "C", "C", "C", "C", "C", "C", "O", "C", "C", "O", "C", "C", "C", "O", "H", "H", "H", "H", "H", "H", "H", "H", "H", "H", "H", "H", "H", "H", "H", "H", "H", "H", "H", "H", "C", "N", "C", "C", "O", "H", "H", "H", "H", "H", "H", "H", "C", "N", "C", "C", "O", "H", "H", "H", "H", "H", "H", "H"], "positions_angstrom": [[0.588, 4.992, 3.581], [0.208, 4.731, 2.666], [1.161, 4.211, 2.011], [2.585, 4.043, 2.563], [0.937, 3.655, 0.595], [1.020, 2.122, 0.720], [-0.047, 1.533, 1.373], [-0.045, 0.164, 1.568], [1.031, -0.585, 1.096], [2.087, 0.004, 0.447], [2.107, 1.377, 0.239], [3.252, 2.107, -0.452], [4.587, 1.332, -0.487], [5.277, 1.256, 0.897], [6.779, 0.893, 0.693], [7.086, -0.400, 1.192], [6.988, -0.451, 2.620], [0.994, -2.077, 1.327], [1.941, -2.799, 1.080], [-0.261, -2.664, 1.919], [-1.267, -1.937, 2.382], [-1.212, -0.437, 2.322], [-2.034, 0.278, 2.864], [2.536, 3.918, 3.651], [3.028, 3.124, 2.157], [3.236, 4.868, 2.248], [1.686, 4.058, -0.091], [-0.076, 3.936, 0.283], [-0.872, 2.137, 1.749], [2.929, -0.589, 0.095], [2.972, 2.435, -1.465], [3.447, 3.035, 0.102], [4.477, 0.344, -0.952], [5.251, 1.904, -1.156], [4.740, 0.485, 1.466], [5.200, 2.199, 1.456], [7.443, 1.640, 1.164], [7.000, 0.863, -0.381], [6.004, -0.879, 2.863], [7.027, 0.572, 3.024], [7.785, -1.083, 3.021], [-0.303, -3.751, 1.979], [-2.167, -2.354, 2.835], [-5.383, 0.490, -1.785], [-4.235, -0.033, -1.068], [-4.117, 0.201, 0.359], [-3.267, -0.733, -1.679], [-2.282, -1.199, -1.130], [-5.405, 1.578, -1.683], [-6.296, 0.068, -1.363], [-5.329, 0.231, -2.838], [-3.193, 0.743, 0.560], [-4.076, -0.757, 0.880], [-4.964, 0.777, 0.722], [-3.442, -0.855, -2.760], [-5.326, -5.205, -4.576], [-5.372, -3.964, -3.829], [-4.379, -3.725, -2.793], [-6.304, -3.022, -4.062], [-6.394, -1.961, -3.470], [-5.436, -6.048, -3.891], [-4.366, -5.285, -5.092], [-6.127, -5.238, -5.312], [-4.883, -3.579, -1.836], [-3.823, -2.823, -3.032], [-3.697, -4.568, -2.723], [-7.008, -3.301, -4.865]], "forces_ev_per_angstrom": [[-0.36, 0.07, 0.03], [0.39, -0.10, -0.07], [0.68, -0.01, -0.49], [-0.52, -0.53, -0.32], [-0.09, -0.29, 0.90], [-0.11, 1.11, -0.42], [0.08, -0.30, 0.03], [-0.52, 0.15, 0.28], [-0.88, -1.35, 0.55], [0.82, 0.37, -0.45], [-0.22, 0.57, 0.03], [0.36, -0.42, 0.19], [-0.03, 1.10, -0.06], [0.10, -0.38, -0.79], [-0.47, -0.42, 0.27], [0.44, 0.29, 0.32], [-0.63, 0.05, -0.66], [0.16, 0.03, 0.05], [-0.39, 0.29, 0.01], [0.33, -0.36, -0.17], [-0.40, 1.02, 0.13], [0.45, -0.07, -0.16], [0.20, -0.56, -0.23], [0.21, 0.34, -0.20], [-0.10, 0.18, 0.17], [-0.22, -0.02, 0.26], [-0.24, -0.01, 0.05], [0.31, 0.02, -0.05], [0.17, -0.12, -0.05], [-0.32, -0.15, 0.16], [-0.09, -0.28, 0.21], [-0.01, -0.19, -0.18], [0.08, 0.12, 0.25], [-0.18, -0.18, 0.11], [0.44, 0.16, 0.15], [-0.18, -0.10, -0.29], [-0.21, -0.14, -0.11], [0.03, -0.01, 0.28], [0.30, 0.04, 0.29], [0.21, -0.33, 0.17], [-0.11, 0.17, -0.09], [0.22, 0.23, -0.09], [0.27, -0.01, -0.11], [0.10, 0.15, 0.27], [-0.04, -0.01, -0.18], [0.21, -0.13, -0.12], [0.04, 0.10, -0.07], [-0.02, -0.02, 0.14], [-0.09, -0.01, -0.03], [-0.07, 0.04, -0.16], [0.00, -0.11, 0.05], [-0.06, 0.00, 0.16], [0.02, 0.09, 0.13], [-0.02, -0.01, -0.09], [-0.05, 0.13, -0.01], [0.15, 0.12, 0.22], [-0.13, -0.08, -0.13], [-0.25, 0.10, -0.04], [-0.08, 0.00, -0.07], [0.14, -0.08, 0.04], [0.01, -0.08, -0.11], [-0.05, -0.12, -0.05], [-0.01, 0.06, 0.03], [0.13, 0.04, 0.05], [0.13, -0.08, 0.09], [-0.05, -0.02, -0.06], [0.01, -0.03, -0.01]], "fmax_ev_per_a": 1.7, "de_lowest_kcal_mol": 89.71, "smiles": "[H]/N=C(\\C)Cc1cc2c(cc1CCCCOC)C(=O)C=CC2=O.CN(C)C=O.CN(C)C=O", "gap_ha": 0.3042}

***

2.
{"formula": "C29H28N3", "method": "wB97M-V/def2-TZVPD", "species": ["C", "N", "C", "H", "C", "C", "C", "C", "C", "C", "N", "C", "C", "C", "C", "C", "C", "C", "H", "H", "H", "H", "H", "H", "H", "H", "H", "H", "H", "H", "H", "H", "H", "C", "C", "N", "C", "C", "C", "C", "C", "C", "C", "C", "C", "C", "C", "C", "H", "H", "H", "H", "H", "H", "H", "H", "H", "H", "H", "H"], "positions_angstrom": [[3.241, -5.841, 9.466], [3.764, -4.490, 9.318], [3.267, -3.426, 10.034], [1.646, -2.642, 9.124], [2.739, -3.663, 11.383], [3.738, -4.095, 12.295], [3.418, -4.373, 13.618], [2.087, -4.246, 14.050], [1.112, -3.831, 13.144], [1.408, -3.523, 11.814], [4.104, -2.350, 9.794], [3.995, -1.101, 10.524], [5.212, -2.783, 9.049], [4.990, -4.133, 8.733], [6.030, -4.996, 8.397], [7.330, -4.453, 8.365], [7.559, -3.105, 8.680], [6.498, -2.251, 9.041], [3.886, -6.535, 8.930], [3.237, -6.155, 10.516], [2.217, -5.867, 9.066], [4.780, -4.211, 11.938], [4.216, -4.691, 14.294], [1.817, -4.468, 15.086], [0.082, -3.740, 13.469], [0.666, -3.189, 11.083], [4.883, -0.492, 10.380], [3.114, -0.570, 10.160], [3.908, -1.262, 11.601], [5.801, -6.048, 8.202], [8.174, -5.095, 8.099], [8.583, -2.726, 8.646], [6.630, -1.210, 9.330], [1.013, -3.500, 7.275], [0.768, -2.629, 8.494], [0.486, -1.252, 8.175], [-0.470, -0.457, 8.802], [-1.618, -0.867, 9.465], [-2.558, 0.120, 9.812], [-2.297, 1.485, 9.524], [-1.147, 1.899, 8.834], [-0.242, 0.908, 8.471], [0.940, 0.934, 7.658], [1.380, -0.409, 7.495], [2.416, -0.718, 6.616], [3.066, 0.347, 5.966], [2.676, 1.687, 6.162], [1.578, 1.964, 6.983], [0.536, -4.473, 7.453], [0.561, -3.050, 6.392], [2.097, -3.644, 7.154], [-0.079, -3.075, 9.070], [-1.760, -1.917, 9.713], [-3.499, -0.139, 10.319], [-3.027, 2.248, 9.805], [-0.930, 2.930, 8.526], [2.742, -1.735, 6.421], [3.902, 0.174, 5.282], [3.203, 2.509, 5.647], [1.183, 2.969, 7.088]], "forces_ev_per_angstrom": [[-0.28, -0.23, -0.05], [-0.49, 1.29, 0.59], [3.53, -0.14, -1.01], [0.17, -0.11, 0.39], [-1.15, -0.10, 1.19], [0.00, 0.13, -0.46], [-0.17, 0.04, -0.07], [0.29, 0.06, -0.37], [-0.30, 0.09, -0.01], [1.07, -0.17, -0.32], [-0.66, -1.56, 0.26], [-0.25, 0.44, 0.11], [-0.17, -0.62, 0.71], [-0.04, -0.03, 0.97], [0.56, 0.24, -0.49], [-0.86, -0.45, -0.25], [-0.65, 0.61, 0.03], [0.54, -0.05, -0.63], [-0.21, 0.13, -0.14], [-0.04, 0.25, -0.16], [0.39, -0.18, 0.10], [-0.68, 0.10, 0.27], [-0.39, 0.10, -0.16], [0.09, 0.08, -0.40], [0.09, 0.00, 0.06], [0.10, -0.14, 0.59], [-0.05, -0.05, -0.28], [0.15, 0.15, 0.08], [-0.11, -0.25, -0.15], [0.44, 0.39, 0.06], [-0.33, 0.22, 0.15], [-0.42, -0.06, 0.11], [0.31, -0.32, -0.10], [0.14, -0.52, 0.22], [-1.19, -0.01, 0.00], [0.46, 0.32, 0.07], [-0.32, 0.57, -0.48], [-0.47, 0.45, 0.48], [0.62, 0.39, -0.03], [-0.05, 0.16, -0.24], [-0.25, -0.57, 0.25], [-0.25, -0.71, 0.28], [0.59, -0.51, -0.46], [-0.62, 0.33, -0.19], [0.67, 0.48, -0.13], [0.02, 0.35, 0.23], [-0.28, -0.08, 0.06], [0.37, 0.08, -0.20], [0.27, 0.12, -0.26], [0.17, -0.11, -0.04], [-0.41, -0.09, -0.37], [0.57, 0.70, -0.38], [-0.25, 0.21, -0.09], [0.60, 0.05, -0.27], [0.15, -0.37, -0.04], [-0.42, -0.40, 0.38], [-0.10, 0.16, 0.03], [-0.35, -0.22, 0.29], [-0.38, -0.65, 0.30], [0.22, 0.02, -0.04]], "fmax_ev_per_a": 3.7, "de_lowest_kcal_mol": 0.00, "total_charge": 1, "gap_ha": 0.2382}

***

3.
{"formula": "C5H5NO", "method": "wB97M-V/def2-TZVPD", "species": ["N", "C", "C", "C", "C", "C", "O", "H", "H", "H", "H", "H"], "positions_angstrom": [[0.098, 2.431, 1.959], [0.195, 1.759, 1.023], [0.070, 0.947, -0.210], [-0.945, -0.201, 0.003], [-0.033, -1.398, 0.073], [1.109, -1.032, -0.492], [1.284, 0.322, -0.641], [-0.208, 1.637, -1.010], [-1.616, -0.039, 0.846], [-1.540, -0.320, -0.909], [-0.346, -2.411, 0.281], [1.828, -1.635, -1.021]], "forces_ev_per_angstrom": [[0.26, -0.63, -0.82], [-0.02, 0.43, 0.66], [-0.24, 0.08, -0.03], [-0.21, 0.06, 0.02], [0.05, 0.01, -0.42], [-0.07, -0.22, 0.03], [-0.05, 0.02, -0.16], [-0.15, -0.07, 0.17], [0.12, 0.07, -0.02], [-0.18, 0.13, 0.21], [0.03, 0.13, -0.15], [0.47, -0.01, 0.53]], "fmax_ev_per_a": 1.1, "de_lowest_kcal_mol": 35.13, "smiles": "N#C[C@@H]1CC=CO1", "gap_ha": 0.3638}

***

4.
{"formula": "C4H5NO", "method": "wB97M-V/def2-TZVPD", "species": ["N", "C", "C", "C", "C", "O", "H", "H", "H", "H", "H"], "positions_angstrom": [[1.964, -0.159, 0.188], [0.828, 0.049, 0.702], [-0.177, 1.112, 0.377], [-1.128, 0.412, -0.243], [-0.658, -1.034, -0.190], [0.086, -1.068, 1.041], [0.195, -1.098, -0.922], [2.298, 0.662, -0.310], [-0.027, 2.182, 0.428], [-1.983, 0.772, -0.802], [-1.399, -1.830, -0.268]], "forces_ev_per_angstrom": [[0.13, 0.42, 0.62], [0.53, 0.03, -0.42], [-0.06, 0.00, -0.31], [0.17, 0.14, -0.05], [-0.10, -0.18, -0.37], [0.26, -0.06, -0.01], [-1.31, -0.60, -0.25], [0.19, 0.25, 0.40], [-0.06, -0.13, 0.10], [0.10, -0.01, 0.11], [0.15, 0.15, 0.19]], "fmax_ev_per_a": 1.5, "de_lowest_kcal_mol": 54.80, "gap_ha": 0.4023}

***

5.
{"formula": "C2H6BrNO", "method": "wB97M-V/def2-TZVPD", "species": ["O", "C", "N", "C", "Br", "H", "H", "H", "H", "H", "H"], "positions_angstrom": [[0.776, -2.295, 0.292], [-0.503, -1.815, 0.028], [-0.499, -0.567, -0.856], [-0.486, 0.895, -0.399], [-2.323, 1.837, -0.452], [1.061, -2.876, -0.355], [-1.149, -2.636, -0.304], [-0.911, -1.514, 1.010], [-1.105, -0.708, -1.582], [-0.243, 0.922, 0.646], [0.130, 1.551, -0.983]], "forces_ev_per_angstrom": [[-0.48, 1.67, 2.06], [-0.30, 2.36, 1.00], [1.45, 1.00, 2.50], [-1.38, -3.12, 0.03], [0.90, -0.65, -0.03], [0.78, -1.62, -2.12], [-0.03, 0.61, -0.76], [0.21, -0.10, -0.25], [-1.59, -0.08, -2.36], [0.28, 0.07, 0.36], [0.15, -0.13, -0.42]], "fmax_ev_per_a": 3.4, "de_lowest_kcal_mol": 0.00, "smiles": "OCNCBr", "gap_ha": 0.3808}

***

6.
{"formula": "C3HO3", "method": "wB97M-V/def2-TZVPD", "species": ["O", "C", "C", "C", "O", "O", "H"], "positions_angstrom": [[1.907, -0.515, -0.096], [0.851, -0.743, 0.454], [-0.927, -0.623, -0.150], [-0.946, 0.826, -0.340], [-1.135, 1.981, -0.043], [-0.658, 0.203, -1.435], [0.907, -1.128, 1.609]], "forces_ev_per_angstrom": [[-1.43, -0.27, 0.08], [-1.55, -0.26, 1.20], [3.59, 0.04, 1.68], [-0.45, -0.31, 0.64], [0.07, 0.06, 0.15], [0.07, 0.23, -1.94], [-0.30, 0.51, -1.82]], "fmax_ev_per_a": 4.0, "de_lowest_kcal_mol": 80.67, "total_charge": -1, "smiles": "O=CC1=C([O-])O1", "gap_ha": 0.2899}